1.
Molecular formula: C9H10
Method: DFT, ωB97M-V with the def2-TZVPD basis set

```
19
Properties=species:S:1:pos:R:3:mulliken_charge:R:1
C 0.39526 -1.06064 0.22454 0.4273
C 2.26952 -2.74405 1.51165 0.3330
C -0.45784 1.73751 -0.90083 -0.7347
C -0.19401 -0.24387 1.41892 -0.4635
C 0.36178 -0.87628 -1.04224 -0.4362
C 1.50568 -2.00776 0.93110 -1.2044
C -1.51552 1.44984 -0.01388 -0.0529
C -1.52794 0.39863 0.95318 -0.5247
C 0.02719 0.51313 -1.68594 -0.2271
H 2.89280 -3.60040 1.93696 0.3882
H 0.92531 0.77425 -2.42960 0.2798
H -0.12163 -1.08183 2.21188 0.4759
H 0.47650 2.02974 -0.36793 0.2388
H -2.50254 2.01148 -0.27507 0.2349
H 1.18711 -1.52379 -1.52340 0.2497
H -0.70315 2.65496 -1.63014 0.2717
H -0.94864 0.37295 -2.30117 0.2576
H 0.43837 0.72233 1.43890 0.2000
H -2.50826 0.47383 1.54306 0.2864
```

Computed properties:
Charge: 0
Calculated total energy, a.u.: -348.7092
HOMO, eV: -8.911
Structure (SMILES): C#CC1=CCCC=CC1
ΔE to the lowest compared entry with this formula, charge and spin, kcal/mol: 105.20
Gap between HOMO and LUMO, eV: 9.8


2.
Molecular formula: C9H10
Method: DFT, ωB97M-V with the def2-TZVPD basis set

```
19
Properties=species:S:1:pos:R:3:mulliken_charge:R:1
C 1.43823 -0.64210 -0.01448 -0.6786
C 0.68107 -0.38810 1.24846 -0.0002
C -1.41268 0.82009 -1.22716 -0.6402
C 0.42485 -1.89686 1.28511 -0.8727
C 1.30645 -1.97267 0.12283 -0.2420
C -0.29596 2.85752 -2.40504 0.1625
C -0.75679 1.95930 -1.71944 -0.7878
C -0.43774 0.65391 0.97058 -0.8285
C -1.32685 0.22927 -0.08415 -0.2373
H -0.98179 0.86985 1.86720 0.3802
H -2.13656 0.57541 -1.98578 0.3459
H 1.26905 -0.12554 2.06709 0.5854
H 0.22714 3.49052 -2.94543 0.5494
H 0.16735 1.62835 0.91177 0.3439
H -1.82792 -0.64030 0.03462 0.5014
H 0.69003 -2.46637 2.10550 0.3660
H 1.75930 -2.78860 -0.34806 0.4684
H 1.77138 -0.08297 -0.86178 0.4293
H -0.55856 -2.08072 0.97817 0.1550
```

Computed properties:
Charge: 0
Calculated total energy, a.u.: -348.7471
HOMO, eV: -9.012
ΔE to the lowest compared entry with this formula, charge and spin, kcal/mol: 81.43
Gap between HOMO and LUMO, eV: 10.1


3.
Molecular formula: C9H10Cl2NO5PS
Method: DFT, ωB97M-V with the def2-TZVPD basis set

```
29
Properties=species:S:1:pos:R:3:mulliken_charge:R:1
Cl -3.45535 -3.30863 3.87669 -0.1866
Cl -4.88663 -2.94659 0.96359 -0.1902
S 1.09320 -0.98075 -0.83079 -0.0634
P -0.83331 1.54649 -0.29228 0.9463
O 2.62079 1.48756 -0.24614 -0.8227
O 5.03768 2.24236 -1.32481 -0.4067
O -2.26830 2.07082 0.20616 -0.5261
O -0.55975 2.30026 -1.50256 -0.7598
O 0.20610 1.98345 0.84579 -0.5083
N 4.03007 1.45895 -1.98797 -0.0874
C -0.64482 -0.29217 -0.62698 -0.1908
C 2.82420 1.12596 -1.41321 0.6559
C -2.63936 -2.46588 2.54666 0.3281
C -1.33308 -1.04974 0.50229 -0.1089
C -1.35333 -1.95042 2.76700 -0.7601
C 1.86320 0.18981 -2.08006 -0.6276
C -0.72084 -1.27274 1.73413 -0.1851
C -3.26545 -2.28401 1.29326 -0.0813
C -2.63417 -1.55586 0.29366 -0.4017
H -1.17203 -0.42578 -1.53263 0.6997
H 2.42947 -0.42296 -2.80094 0.4253
H 4.87323 2.35079 -0.35613 0.3621
H -2.06866 3.02889 0.23109 0.3549
H 1.09023 1.81536 0.43298 0.4420
H 4.23334 1.08942 -2.91292 0.2226
H 0.31746 -0.96860 1.86734 0.3854
H 1.09699 0.71269 -2.67945 0.3658
H -3.06373 -1.36341 -0.69833 0.3528
H -0.81712 -2.11526 3.72456 0.3658
```

Computed properties:
Charge: 0
Calculated total energy, a.u.: -2439.8807
HOMO, eV: -9.243
Structure (SMILES): O=C(CS[C@@H](c1ccc(Cl)c(Cl)c1)P(=O)(O)O)NO
ΔE to the lowest compared entry with this formula, charge and spin, kcal/mol: 1.71
Gap between HOMO and LUMO, eV: 9.5


4.
Molecular formula: C9H10F3N3ReS
Method: DFT, ωB97M-V with the def2-TZVPD basis set

```
27
Properties=species:S:1:pos:R:3:mulliken_charge:R:1
Re 2.68335 -0.00517 0.17899 1.1479
S 1.72571 2.23592 -0.10612 -0.0180
F -1.13904 3.01562 -3.51185 -0.2643
F 0.66857 3.81990 -2.67757 -0.1890
F -1.02368 3.26161 -1.38194 -0.1893
N -0.76710 -1.13110 2.89181 0.0335
N 1.57294 -0.44442 -1.46063 -0.3373
N 1.15839 -0.50827 1.34654 -0.5200
C 0.28205 -0.79143 2.05062 0.4339
C -0.20291 0.52601 -3.36193 -0.1203
C -0.27057 2.85705 -2.44584 0.5994
C 1.09615 -1.23983 -2.42611 -0.1970
C -0.82342 -0.61156 4.23127 -0.7609
C -1.80350 -2.01348 2.40116 -0.7812
C 1.14073 0.94710 -1.42552 0.0362
C 0.24700 1.44243 -2.37940 0.2156
C 0.21457 -0.80512 -3.39024 -0.6224
H -0.87234 0.49705 4.19327 0.3246
H -1.36456 -2.98499 2.11473 0.3210
H 3.59133 0.46553 1.56774 0.1459
H -0.90017 0.85912 -4.12910 0.5215
H -2.29543 -1.54482 1.52831 0.3205
H -2.57166 -2.18954 3.18077 0.3160
H -1.72592 -0.97837 4.76360 0.3054
H 0.07174 -0.93251 4.80098 0.3314
H 1.45346 -2.26257 -2.40013 0.4934
H -0.14570 -1.48416 -4.15341 0.4535
```

Computed properties:
Charge: +2
Calculated total energy, a.u.: -1288.4334
HOMO (alpha / beta), eV: -16.475 / -16.264
⟨S²⟩: 1.12
2S+1: 2
Gap between HOMO and LUMO (alpha / beta), eV: 5.0 / 6.1


5.
Molecular formula: C9H10FN2
Method: DFT, ωB97M-V with the def2-TZVPD basis set

```
22
Properties=species:S:1:pos:R:3:mulliken_charge:R:1
F 0.93572 0.04448 3.06744 -0.2573
N 0.00786 -0.46786 -0.66573 0.0960
N 1.40088 -1.78475 0.35478 -0.0338
C 0.31074 -1.46350 -1.56322 0.7520
C 1.14889 -2.30352 -0.91489 -0.7173
C -0.67946 0.80223 -0.81848 -0.5712
C -0.25594 1.46773 1.59660 0.7936
C -0.86358 1.64532 0.24717 -0.3936
C -0.12192 -1.47872 -3.00956 -1.2989
C 0.68944 -0.73860 0.50917 0.0282
C -0.66612 2.43190 2.57363 -1.4844
C 0.47844 0.41691 1.85401 0.5541
H 0.52249 -2.11745 -3.60247 0.3597
H -1.45426 2.57452 0.05921 0.3413
H 1.78362 -2.28673 1.17535 0.3367
H -0.39963 -0.51206 -3.52284 0.3127
H 1.68446 -3.17848 -1.14352 0.4550
H -0.49162 2.30389 3.67622 0.3496
H -1.75553 2.55188 2.37106 0.3187
H -0.95580 -2.12655 -3.09467 0.3471
H -1.15159 0.82935 -1.72913 0.3879
H -0.16710 3.39003 2.57987 0.3240
```

Computed properties:
Charge: +1
Calculated total energy, a.u.: -558.0163
HOMO, eV: -13.191
Structure (SMILES): Cc1ccn2c(C)c[nH+]c2c1F
ΔE to the lowest compared entry with this formula, charge and spin, kcal/mol: 27.89
Gap between HOMO and LUMO, eV: 9.9


6.
Molecular formula: C9H10InN2
Method: DFT, ωB97M-V with the def2-TZVPD basis set

```
22
Properties=species:S:1:pos:R:3:mulliken_charge:R:1
In -1.03988 0.52289 0.78192 0.5932
N -0.78081 -1.15448 1.91272 -0.6423
N -2.73103 3.39957 0.58023 -0.6537
C -1.28266 0.27128 -2.02728 -0.6478
C 1.21582 0.19293 1.52165 0.5659
C 0.78690 -0.68846 -1.67013 -0.5027
C 1.80527 -0.92005 1.95833 -0.7271
C -0.18953 -1.56467 -1.11674 -0.3968
C -1.48146 -0.96919 -1.31056 -0.5827
C -2.11375 2.40241 0.62447 0.1833
C 1.59380 1.41679 1.07614 -0.7589
C 0.11076 0.43210 -2.23491 -0.5582
H -2.07860 0.89399 -2.43886 0.4700
H -1.51128 -1.83442 2.19195 -0.0057
H 1.86448 -0.83753 -1.62699 0.4391
H 1.18971 -1.75454 2.28357 0.3133
H 0.58687 1.24370 -2.78515 0.3779
H 2.44285 1.49692 0.38019 0.2172
H 2.88118 -0.99871 2.09287 0.2703
H 1.15767 2.36668 1.43475 0.2963
H 0.00808 -2.47660 -0.55916 0.3131
H -2.43438 -1.44059 -1.06901 0.4363
```

Computed properties:
Charge: -1
Calculated total energy, a.u.: -648.3616
HOMO, eV: -3.011
ΔE to the lowest compared entry with this formula, charge and spin, kcal/mol: 0.00
Gap between HOMO and LUMO, eV: 5.4


Please write out number 3 again, unchanged.
Molecular formula: C9H10Cl2NO5PS
Method: DFT, ωB97M-V with the def2-TZVPD basis set

```
29
Properties=species:S:1:pos:R:3:mulliken_charge:R:1
Cl -3.45535 -3.30863 3.87669 -0.1866
Cl -4.88663 -2.94659 0.96359 -0.1902
S 1.09320 -0.98075 -0.83079 -0.0634
P -0.83331 1.54649 -0.29228 0.9463
O 2.62079 1.48756 -0.24614 -0.8227
O 5.03768 2.24236 -1.32481 -0.4067
O -2.26830 2.07082 0.20616 -0.5261
O -0.55975 2.30026 -1.50256 -0.7598
O 0.20610 1.98345 0.84579 -0.5083
N 4.03007 1.45895 -1.98797 -0.0874
C -0.64482 -0.29217 -0.62698 -0.1908
C 2.82420 1.12596 -1.41321 0.6559
C -2.63936 -2.46588 2.54666 0.3281
C -1.33308 -1.04974 0.50229 -0.1089
C -1.35333 -1.95042 2.76700 -0.7601
C 1.86320 0.18981 -2.08006 -0.6276
C -0.72084 -1.27274 1.73413 -0.1851
C -3.26545 -2.28401 1.29326 -0.0813
C -2.63417 -1.55586 0.29366 -0.4017
H -1.17203 -0.42578 -1.53263 0.6997
H 2.42947 -0.42296 -2.80094 0.4253
H 4.87323 2.35079 -0.35613 0.3621
H -2.06866 3.02889 0.23109 0.3549
H 1.09023 1.81536 0.43298 0.4420
H 4.23334 1.08942 -2.91292 0.2226
H 0.31746 -0.96860 1.86734 0.3854
H 1.09699 0.71269 -2.67945 0.3658
H -3.06373 -1.36341 -0.69833 0.3528
H -0.81712 -2.11526 3.72456 0.3658
```

Computed properties:
Charge: 0
Calculated total energy, a.u.: -2439.8807
HOMO, eV: -9.243
Structure (SMILES): O=C(CS[C@@H](c1ccc(Cl)c(Cl)c1)P(=O)(O)O)NO
ΔE to the lowest compared entry with this formula, charge and spin, kcal/mol: 1.71
Gap between HOMO and LUMO, eV: 9.5


- calculated total energy of number 3 (C9H10Cl2NO5PS)?
  -2439.8807 a.u.


- Which of these has the lowest charge?
  C9H10InN2


Repeat the sixth record exactly.
Molecular formula: C9H10InN2
Method: DFT, ωB97M-V with the def2-TZVPD basis set

```
22
Properties=species:S:1:pos:R:3:mulliken_charge:R:1
In -1.03988 0.52289 0.78192 0.5932
N -0.78081 -1.15448 1.91272 -0.6423
N -2.73103 3.39957 0.58023 -0.6537
C -1.28266 0.27128 -2.02728 -0.6478
C 1.21582 0.19293 1.52165 0.5659
C 0.78690 -0.68846 -1.67013 -0.5027
C 1.80527 -0.92005 1.95833 -0.7271
C -0.18953 -1.56467 -1.11674 -0.3968
C -1.48146 -0.96919 -1.31056 -0.5827
C -2.11375 2.40241 0.62447 0.1833
C 1.59380 1.41679 1.07614 -0.7589
C 0.11076 0.43210 -2.23491 -0.5582
H -2.07860 0.89399 -2.43886 0.4700
H -1.51128 -1.83442 2.19195 -0.0057
H 1.86448 -0.83753 -1.62699 0.4391
H 1.18971 -1.75454 2.28357 0.3133
H 0.58687 1.24370 -2.78515 0.3779
H 2.44285 1.49692 0.38019 0.2172
H 2.88118 -0.99871 2.09287 0.2703
H 1.15767 2.36668 1.43475 0.2963
H 0.00808 -2.47660 -0.55916 0.3131
H -2.43438 -1.44059 -1.06901 0.4363
```

Computed properties:
Charge: -1
Calculated total energy, a.u.: -648.3616
HOMO, eV: -3.011
ΔE to the lowest compared entry with this formula, charge and spin, kcal/mol: 0.00
Gap between HOMO and LUMO, eV: 5.4